# 1
The following is a DFT calculation (ωB97M-V with the def2-TZVPD basis set) of 4 unconnected molecules or ions with the total composition C3H13NO3.

Computed properties:
SMILES: C=C(C)N.O.O.O
Frontier orbital gap: 9.2 eV
Energy above the lowest of the compared OMol25 structures with the same formula, charge and spin: 36.98 kcal per mole
Charge: 0
LUMO: 0.64 eV

Each line ends with the Mulliken charge.
CARTESIAN COORDINATES (ANGSTROEM)
C1 -0.45004 1.89547 0.49956  -1.380
C2 0.50148 1.32545 -0.51789  0.953
C3 1.71663 0.92601 -0.11519  -1.114
N1 0.16379 1.35429 -1.82676  -0.485
H1 0.00468 2.31888 1.43622  0.324
H2 -1.29043 1.26009 0.81807  0.275
H3 -0.91241 2.85535 0.29456  0.405
H4 2.52258 0.42687 -0.61515  0.266
H5 2.16088 1.15885 0.83827  0.296
H6 -0.69491 1.16423 -2.26835  0.237
H7 0.88782 1.18580 -2.52765  0.206
H8 0.50732 -0.72382 2.28912  0.315
H9 2.05550 -1.12227 2.36528  0.305
O1 1.17183 -1.41905 2.29592  -0.644
H10 -2.93541 -2.58888 -0.94225  0.310
H11 -2.55877 -3.01401 0.40748  0.314
O2 -3.13740 -2.34547 0.01612  -0.636
H12 -0.21387 -1.10198 -1.37165  0.353
H13 0.56906 -1.61748 -0.20337  0.321
O3 -0.06831 -1.93833 -0.87234  -0.622

Cartesian forces, eV/Å:
C -0.560 1.270 1.662
C 0.885 0.313 1.731
C 0.794 0.051 0.782
N 1.023 -0.167 -2.460
H 0.455 -1.418 -0.595
H 0.428 -0.203 -0.308
H -0.351 0.061 -1.411
H -0.275 -0.183 -1.420
H -0.876 0.260 0.681
H -1.525 0.002 0.480
H -0.023 0.050 0.844
H 0.656 0.329 0.021
H 0.985 1.091 0.103
O -1.676 -1.456 -0.214
H -0.623 0.897 1.629
H -0.031 0.284 0.530
O 0.657 -1.100 -2.131
H 0.004 -0.926 0.353
H -0.337 -0.457 -0.106
O 0.391 1.303 -0.171

---

# 2
The following is a DFT calculation (ωB97M-V with the def2-TZVPD basis set) of 3 unconnected molecules or ions with the total composition C3H13NO3.

Computed properties:
SMILES: CNCCO.O.O
Frontier orbital gap: 9.5 eV
Energy above the lowest of the compared OMol25 structures with the same formula, charge and spin: 25.02 kcal per mole
Charge: 0
LUMO: 0.48 eV

Each line ends with the Mulliken charge.
CARTESIAN COORDINATES (ANGSTROEM)
C1 -1.33755 -1.57889 -0.88411  -0.943
N1 -0.46857 -0.41279 -0.71865  -0.131
C2 0.87624 -0.55199 -1.19724  -0.327
C3 1.65614 0.73818 -0.94672  -0.684
O1 1.70060 1.08607 0.40778  -0.527
H1 -2.30993 -1.29091 -0.49156  0.323
H2 -0.91455 -2.38338 -0.28826  0.249
H3 -1.41682 -1.85622 -1.93933  0.335
H4 -0.85540 0.47412 -0.99297  0.091
H5 1.39734 -1.31199 -0.62240  0.286
H6 1.03728 -0.78662 -2.26438  0.289
H7 2.67088 0.63947 -1.33361  0.378
H8 1.21439 1.56521 -1.52230  0.303
H9 0.82189 1.43495 0.62137  0.366
H10 0.04224 -1.78029 1.57516  0.353
H11 -0.55462 -3.06877 2.26659  0.308
O2 -0.11942 -2.22882 2.40794  -0.668
H12 -1.62775 2.88796 -0.35402  0.316
H13 -1.41768 3.65660 0.94540  0.319
O3 -1.66873 2.79208 0.60431  -0.635

Cartesian forces, eV/Å:
C 0.355 1.325 -0.137
N 0.226 -0.418 0.300
C 0.946 0.638 -0.019
C -0.274 0.046 -0.565
O -0.151 0.353 0.370
H -0.142 -0.336 -0.015
H -0.157 -0.278 -0.139
H -0.142 -0.366 0.028
H -0.435 -0.084 -0.217
H -0.028 -0.419 0.103
H -0.488 -0.171 -0.036
H 0.086 -0.130 0.224
H -0.125 -0.058 -0.122
H 0.246 -0.239 0.256
H -0.188 -0.088 -0.231
H -0.045 -0.022 -0.416
O 0.234 0.239 0.668
H -0.072 0.074 0.091
H -0.013 -0.008 0.031
O 0.166 -0.057 -0.176

---

# 3
The following is a DFT calculation (ωB97M-V with the def2-TZVPD basis set) of 3 unconnected molecules or ions with the total composition C3H13NO3.

Computed properties:
Frontier orbital gap (alpha / beta): 9.7 / 3.5 eV
2S+1: 2
Energy above the lowest of the compared OMol25 structures with the same formula, charge and spin: 93.69 kcal per mole
Charge: +1
LUMO (alpha / beta): -3.56 / -9.75 eV

Each line ends with the Mulliken charge.
CARTESIAN COORDINATES (ANGSTROEM)
C1 -1.94581 0.57302 0.26592  -0.407
C2 -0.97717 -0.56433 -0.00088  -0.784
C3 -0.79677 -0.91378 -1.46217  -0.426
O1 0.25925 -1.96958 -1.69098  -0.482
N1 -2.14578 0.55002 1.72851  -0.148
H1 -1.61568 1.51832 -0.15158  0.357
H2 -2.93899 0.28124 -0.10826  0.358
H3 -0.04033 -0.34273 0.37611  0.457
H4 -1.18151 -1.42951 0.52071  0.519
H5 -1.68352 -1.40876 -1.89117  0.283
H6 -0.31636 -0.16364 -2.07196  0.320
H7 0.83506 -2.60162 -1.18985  0.238
H8 -1.46336 0.99066 2.28730  0.320
H9 -2.93485 1.17258 1.87055  0.349
H10 1.38147 -3.89983 -0.31848  0.328
H11 0.66374 -4.92114 0.61058  0.334
O2 0.92582 -3.98425 0.49813  -0.615
H12 4.18915 6.10114 0.75457  0.328
H13 5.06122 5.67892 -0.43858  0.330
O3 4.72446 5.33326 0.41154  -0.658

Cartesian forces, eV/Å:
C -1.246 -3.175 1.358
C 0.595 0.652 -1.952
C 1.821 -3.101 -0.161
O -0.159 0.269 -0.672
N -0.854 3.710 -3.122
H 0.255 0.613 0.327
H 0.245 0.593 -0.304
H 2.165 1.037 0.705
H -1.306 -1.958 1.081
H 0.189 0.774 0.008
H -0.733 0.798 -0.067
H -1.884 1.786 0.471
H 2.143 -0.610 1.293
H -1.461 -1.026 0.848
H 0.863 -0.730 -0.849
H 0.365 0.780 -0.351
O -0.985 -0.411 1.389
H 0.859 -1.235 -0.433
H -0.145 -0.345 0.593
O -0.727 1.580 -0.162